#w
Below is a gas-phase ion, C4H14N3 (charge +1), with properties calculated with wB97M-V/def2-TZVPD.

Output
SMILES = NCC[NH2+]CCN
frontier orbital gap = 10.6495 eV
spin multiplicity = 1
total charge = +1
HOMO = -13.54 eV

Last column: Löwdin charge in e.
Atoms and positions in Å:
N  -1.655  -0.807  1.697  0.003
C  -1.835  0.582  1.241  -0.226
C  -0.739  0.889  0.211  -0.104
N  -0.707  -0.295  -0.753  0.030
C  0.647  -0.909  -0.938  -0.112
C  1.671  0.134  -1.384  -0.256
N  2.506  0.536  -0.255  0.002
H  -2.521  -1.161  2.087  0.090
H  -0.979  -0.844  2.453  0.092
H  -2.798  0.624  0.726  0.125
H  -1.779  1.312  2.044  0.124
H  -1.074  1.757  -0.345  0.132
H  0.243  0.982  0.669  0.115
H  -1.341  -0.989  -0.335  0.143
H  -1.114  0.011  -1.634  0.177
H  0.545  -1.671  -1.698  0.131
H  0.894  -1.350  0.022  0.132
H  2.240  -0.314  -2.196  0.117
H  1.146  1.007  -1.769  0.118
H  3.316  1.042  -0.597  0.085
H  2.932  -0.285  0.177  0.084

=====

#x
Below is 2 unconnected molecules or ions with the total composition C4H14N3, with properties calculated with wB97M-V/def2-TZVPD.

Output
frontier orbital gap = 11.4207 eV
spin multiplicity = 1
total charge = +1
HOMO = -14.46 eV

Last column: Löwdin charge in e.
Atoms and positions in Å:
C  -1.175  1.182  -1.003  -0.012
C  -1.630  0.068  1.077  -0.435
N  -1.892  0.166  -0.219  0.066
N  -1.036  1.043  1.751  0.230
N  -2.047  -1.038  1.727  0.204
H  -2.492  -0.498  -0.662  0.158
H  -0.728  1.917  1.354  0.122
H  -1.110  1.061  2.748  0.136
H  -2.021  -1.220  2.711  0.129
H  -1.934  -1.851  1.155  0.123
H  -1.391  1.128  -2.060  0.107
H  -0.103  1.049  -0.847  0.074
H  -1.354  2.138  -0.516  0.088
C  2.568  -0.504  -1.620  -0.163
C  2.188  -0.729  -0.140  -0.173
H  3.039  0.463  -1.763  0.067
H  3.054  -1.415  -1.949  0.068
H  1.675  -0.465  -2.257  0.051
H  1.817  0.209  0.258  0.039
H  3.068  -1.126  0.363  0.066
H  1.503  -1.579  -0.110  0.057

=====

Stability order, top to bottom: #x, #w